Record 1
The following is a DFT calculation (ωB97M-V with the def2-TZVPD basis set) of a structure of composition C18H32F6NiO10S2 in a non-equilibrium geometry.

Each line ends with the Mulliken spin population.
Element x y z (Å)
Ni (0.856, 1.294, -0.419)  1.7640
C (0.523, -2.262, -0.269)  -0.0049
O (0.466, -2.665, 1.122)  -0.0006
O (0.613, -0.829, -0.247)  0.0201
C (1.584, -3.137, -1.111)  0.0013
F (1.039, -4.289, -1.362)  0.0003
F (2.048, -2.732, -2.308)  0.0000
F (2.680, -3.452, -0.446)  0.0001
C (-0.724, -3.266, 1.608)  0.0007
C (-0.532, -3.273, 3.141)  0.0004
H (-1.431, -3.667, 3.617)  0.0000
H (0.264, -3.863, 3.593)  0.0000
H (-0.498, -2.218, 3.414)  -0.0002
H (-0.677, -4.326, 1.361)  0.0001
H (-1.716, -2.869, 1.391)  -0.0004
H (-0.450, -2.610, -0.614)  0.0022
C (-1.999, 2.780, 0.764)  0.0048
O (-2.497, 1.509, 1.210)  0.0047
O (-0.670, 2.428, 0.459)  0.0012
C (-2.628, 3.457, -0.532)  0.0009
F (-1.816, 4.259, -1.227)  0.0001
F (-3.177, 2.539, -1.395)  0.0000
F (-3.749, 4.124, -0.200)  0.0000
C (-3.662, 1.096, 1.657)  0.0008
C (-3.548, -0.400, 1.750)  -0.0002
H (-4.502, -0.849, 2.027)  0.0000
H (-3.320, -0.896, 0.807)  0.0000
H (-2.633, -0.672, 2.276)  0.0001
H (-4.548, 1.349, 1.075)  -0.0002
H (-3.776, 1.411, 2.694)  -0.0002
H (-2.137, 3.575, 1.497)  0.0022
O (2.238, 2.667, -1.296)  0.1563
C (3.282, 2.164, -2.155)  -0.0194
C (4.072, 3.239, -3.101)  0.0222
O (4.420, 4.373, -2.346)  0.0017
H (2.929, 1.358, -2.798)  0.0037
H (4.052, 1.678, -1.557)  -0.0017
H (3.465, 3.470, -3.976)  -0.0008
H (5.013, 2.813, -3.450)  -0.0012
C (2.031, -0.580, 4.681)  0.0005
C (0.634, 0.109, 4.673)  0.0001
C (0.312, 0.927, 3.364)  0.0014
S (1.909, 1.424, 2.692)  0.0062
O (2.344, 2.609, 3.361)  0.0030
O (1.918, 1.311, 1.216)  0.0099
C (2.852, -0.035, 3.463)  0.0052
H (1.808, -1.642, 4.580)  0.0000
H (2.543, -0.481, 5.638)  0.0002
H (0.704, 0.771, 5.536)  -0.0001
H (-0.129, -0.624, 4.934)  0.0000
H (-0.358, 1.773, 3.518)  0.0002
H (-0.077, 0.290, 2.569)  -0.0018
H (3.857, 0.280, 3.742)  0.0004
H (2.956, -0.814, 2.708)  -0.0006
C (0.045, -1.295, -4.689)  -0.0004
C (-1.129, -1.933, -3.973)  -0.0001
C (-1.895, -0.776, -3.255)  0.0004
S (-1.038, 0.915, -3.512)  0.0078
O (-0.182, 1.144, -2.330)  0.0064
O (-1.994, 1.976, -3.957)  0.0019
C (-0.071, 0.309, -4.972)  0.0008
H (0.202, -1.833, -5.624)  0.0001
H (1.019, -1.485, -4.238)  0.0000
H (-0.887, -2.767, -3.313)  -0.0002
H (-1.696, -2.450, -4.746)  0.0001
H (-1.911, -0.922, -2.175)  -0.0007
H (-2.895, -0.651, -3.669)  0.0002
H (0.943, 0.709, -5.004)  0.0003
H (-0.671, 0.436, -5.873)  0.0004

Cartesian forces (eV/Å) of the 3 atoms listed first:
0.28 1.34 -1.66
-0.59 4.67 0.60
0.38 -0.28 -0.37

The HOMO energy (alpha / beta) is 1.09 / 1.11 eV. The LUMO energy (alpha / beta) is 3.99 / 3.99 eV. For the HOMO-LUMO gap (alpha / beta), the calculation gives 0.1063 / 0.1059 Eh. The value obtained for the energy above the lowest of the compared OMol25 structures with the same formula, charge and spin is 102.1 kcal per mole. Its spin multiplicity is 3. As for the net charge: -2.



Record 2
The following is a DFT calculation (ωB97M-V with the def2-TZVPD basis set) of a structure of composition C12H30ClLi2N2O4 in a non-equilibrium geometry.

Each line ends with the natural charge from an NBO analysis.
Element x y z (Å)
Li (0.711, -4.271, -2.517)  0.9688
Li (2.321, -4.648, 0.972)  0.9736
Cl (1.043, -3.261, -0.470)  -0.9376
C (4.759, 2.018, -0.336)  -0.2472
O (4.123, 1.687, 0.847)  -0.5385
C (3.013, 0.860, 0.699)  -0.0593
C (2.413, 0.498, 2.088)  -0.2281
N (1.298, -0.428, 2.084)  -0.6627
C (0.839, -0.816, 3.412)  -0.2400
C (0.100, 0.288, 4.188)  -0.0804
O (-1.125, 0.683, 3.620)  -0.5389
C (-1.122, 1.372, 2.433)  -0.2411
H (5.480, 1.236, -0.589)  0.1551
H (5.346, 2.935, -0.315)  0.2044
H (4.082, 1.965, -1.192)  0.1663
H (3.352, -0.024, 0.156)  0.1521
H (2.258, 1.473, 0.201)  0.1776
H (2.104, 1.359, 2.682)  0.1956
H (3.194, 0.082, 2.734)  0.1527
H (1.313, -1.048, 1.289)  0.3698
H (1.762, -1.130, 3.909)  0.1655
H (0.255, -1.731, 3.310)  0.1959
H (0.720, 1.123, 4.521)  0.1758
H (-0.191, -0.165, 5.137)  0.1967
H (-0.903, 0.766, 1.554)  0.1689
H (-0.425, 2.204, 2.559)  0.1582
H (-2.146, 1.727, 2.316)  0.1985
C (-0.059, 0.522, -6.013)  -0.2538
O (0.011, 0.689, -4.599)  -0.5430
C (-1.027, 0.147, -3.858)  -0.0710
C (-0.471, -0.642, -2.683)  -0.2065
N (-1.482, -1.172, -1.772)  -0.6553
C (-2.164, -0.125, -1.053)  -0.2374
C (-2.890, -0.626, 0.205)  -0.0512
O (-3.655, 0.333, 0.906)  -0.5435
C (-4.379, -0.133, 2.030)  -0.2563
H (-0.677, -0.304, -6.370)  0.1688
H (0.894, 0.283, -6.486)  0.1858
H (-0.429, 1.474, -6.393)  0.1869
H (-1.723, -0.485, -4.414)  0.1687
H (-1.645, 1.005, -3.585)  0.1807
H (0.271, -0.032, -2.162)  0.1799
H (0.051, -1.509, -3.093)  0.1437
H (-1.206, -2.014, -1.292)  0.3707
H (-2.967, 0.393, -1.579)  0.1986
H (-1.459, 0.656, -0.757)  0.1727
H (-2.199, -1.208, 0.821)  0.1492
H (-3.565, -1.415, -0.142)  0.1561
H (-5.070, 0.664, 2.307)  0.1991
H (-3.749, -0.253, 2.913)  0.1847
H (-4.983, -1.004, 1.775)  0.1708

Cartesian forces (eV/Å) of the 3 atoms listed first:
-0.04 0.46 0.40
-0.39 0.56 -0.29
0.43 -0.96 -0.10

The HOMO energy is -10.27 eV. The LUMO energy is -4.66 eV. For the HOMO-LUMO gap, the calculation gives 0.2062 Eh. The value obtained for the energy above the lowest of the compared OMol25 structures with the same formula, charge and spin is 61.8 kcal per mole. As for the net charge: +1.